Record 1
A structure of composition C21H23N4S2Tc at a distorted geometry, computed with ωB97M-V/def2-TZVPD.

Last column: natural (NBO) charge in e.
Positions of all 51 atoms, in Å:
Tc: -0.71 0.97 -0.89  0.263
N: 1.42 3.80 1.75  -0.660
C: 0.84 2.84 1.07  0.278
S: -0.55 3.12 0.11  0.159
N: 1.35 1.59 1.25  -0.227
N: 0.78 0.66 0.52  -0.186
C: 1.19 -0.61 0.82  0.273
C: 2.27 -0.90 1.71  -0.034
C: 3.48 -0.16 1.66  -0.126
C: 4.51 -0.48 2.51  -0.211
C: 4.35 -1.50 3.45  -0.045
C: 3.15 -2.22 3.54  -0.190
C: 2.13 -1.95 2.66  -0.168
C: 0.40 -1.66 0.18  0.121
C: 0.77 -3.00 0.20  -0.163
C: -0.08 -3.95 -0.36  -0.099
C: -1.26 -3.53 -0.95  -0.187
C: -1.52 -2.16 -1.00  0.062
N: -0.72 -1.25 -0.47  -0.399
H: 1.10 4.76 1.69  0.446
H: 2.19 3.59 2.37  0.448
H: 3.62 0.60 0.91  0.230
H: 5.46 0.04 2.44  0.260
H: 5.16 -1.74 4.13  0.259
H: 3.02 -2.97 4.30  0.262
H: 1.19 -2.47 2.75  0.235
H: 1.71 -3.30 0.63  0.270
H: 0.18 -5.00 -0.34  0.274
H: -1.96 -4.23 -1.39  0.275
H: -2.40 -1.80 -1.51  0.225
C: 0.77 1.62 -2.73  -0.188
C: -0.28 2.53 -2.79  -0.106
C: -1.61 2.06 -2.84  -0.138
C: -1.84 0.68 -3.06  -0.206
C: -0.77 -0.20 -3.22  -0.092
C: 0.53 0.24 -2.92  -0.173
H: 1.79 1.98 -2.59  0.286
H: -0.09 3.59 -2.70  0.288
H: -2.43 2.76 -2.81  0.277
H: -2.86 0.34 -3.20  0.280
H: -0.94 -1.23 -3.47  0.274
H: 1.35 -0.45 -2.93  0.281
C: -3.79 2.36 0.02  -0.737
S: -2.70 1.01 0.52  0.532
C: -3.85 -0.36 0.30  -0.747
H: -4.62 2.38 0.73  0.276
H: -4.17 2.19 -0.99  0.231
H: -3.25 3.30 0.08  0.256
H: -4.17 -0.47 -0.73  0.229
H: -4.72 -0.13 0.92  0.281
H: -3.40 -1.27 0.68  0.250

Net charge: +3
E_tot, hartree: -1909.2504
Kohn-Sham gap (alpha / beta), eV: 6.934 / 5.850
HOMO level (alpha / beta), eV: -17.3 / -17.9
2S+1: 2
Relative energy (zero: lowest compared OMol25 entry of this formula, charge and spin), kJ/mol: 0.0
Max |F|, hartree/bohr: 0.055

=====

Record 2
A structure of composition C11H19N5O3Pd at a distorted geometry, computed with ωB97M-V/def2-TZVPD.

Last column: natural (NBO) charge in e.
Positions of all 39 atoms, in Å:
Pd: -6.98 -1.12 10.73  0.526
N: -8.85 -1.94 10.76  -0.822
C: -9.72 -1.12 11.60  -0.298
C: -8.95 -0.99 12.87  0.545
O: -9.20 -1.67 13.86  -0.649
N: -7.86 -0.17 12.67  -0.691
C: -7.23 0.35 13.63  -0.247
C: -5.26 -2.30 13.63  1.031
O: -4.30 -1.98 13.03  -0.553
O: -6.19 -2.66 14.22  -0.482
H: -9.11 -2.11 9.77  0.384
H: -8.77 -2.87 11.21  0.395
H: -10.67 -1.60 11.80  0.197
H: -9.90 -0.13 11.13  0.204
H: -7.09 -0.04 14.62  0.160
H: -6.52 1.16 13.41  0.135
C: -3.99 3.38 10.45  -0.428
C: -5.44 3.11 10.48  -0.208
N: -5.65 1.67 10.43  -0.600
C: -4.75 0.71 10.05  0.636
N: -5.15 -0.55 10.09  -0.653
C: -4.27 -1.66 9.75  -0.223
C: -2.78 -1.29 9.67  -0.437
C: -2.53 0.13 9.16  -0.193
N: -3.49 1.06 9.76  -0.431
C: -3.28 2.48 9.41  -0.205
H: -3.43 3.27 11.40  0.224
H: -3.77 4.43 10.21  0.226
H: -6.02 3.60 9.64  0.186
H: -5.88 3.44 11.38  0.216
H: -6.62 1.31 10.43  0.425
H: -4.60 -2.04 8.73  0.181
H: -4.57 -2.46 10.45  0.224
H: -2.26 -2.02 9.04  0.221
H: -2.23 -1.34 10.60  0.222
H: -2.57 0.26 8.09  0.183
H: -1.53 0.53 9.45  0.204
H: -3.69 2.63 8.35  0.181
H: -2.20 2.74 9.36  0.215

E_tot, hartree: -1057.8763
Kohn-Sham gap (alpha / beta), eV: 5.096 / 7.686
HOMO level (alpha / beta), eV: -4.7 / -7.9
2S+1: 3
Max |F|, hartree/bohr: 0.101

=====

Record 3
A structure of composition C20H22ClIMgN4OSbSe at a distorted geometry, computed with ωB97M-V/def2-TZVPD.

Last column: natural (NBO) charge in e.
Positions of all 52 atoms, in Å:
Mg: -0.49 0.54 0.87  1.651
Cl: -6.05 1.02 -2.97  0.025
C: -4.63 0.51 -2.13  -0.058
C: -4.37 -0.84 -2.01  -0.213
C: -3.26 -1.29 -1.31  -0.245
I: -2.83 -3.33 -1.08  0.168
C: -2.37 -0.42 -0.69  0.375
O: -1.36 -0.82 0.01  -0.949
C: -2.60 0.98 -0.88  0.073
N: -1.67 1.81 -0.36  -0.578
C: -1.83 3.11 -0.48  0.053
C: -2.93 3.68 -1.14  -0.268
C: -3.89 2.85 -1.68  -0.104
C: -3.74 1.46 -1.58  -0.100
H: -5.04 -1.55 -2.46  0.249
H: -1.06 3.74 -0.06  0.199
H: -3.01 4.75 -1.21  0.237
H: -4.75 3.26 -2.20  0.246
C: 4.94 0.01 -0.80  -0.625
C: 3.73 0.85 -0.47  -0.691
Sb: 1.80 -0.19 -0.35  0.821
C: 1.20 -0.37 -2.43  -0.690
C: 2.33 -0.34 -3.45  -0.625
C: 2.36 -2.25 0.15  -0.684
C: 2.87 -3.09 -1.01  -0.626
H: 5.83 0.63 -0.80  0.224
H: 4.85 -0.44 -1.79  0.211
H: 5.08 -0.78 -0.07  0.205
H: 3.59 1.64 -1.21  0.225
H: 3.86 1.33 0.50  0.221
H: 0.51 0.46 -2.61  0.224
H: 0.63 -1.30 -2.50  0.235
H: 2.92 0.57 -3.36  0.205
H: 1.93 -0.38 -4.46  0.226
H: 2.99 -1.20 -3.32  0.210
H: 1.46 -2.69 0.58  0.228
H: 3.12 -2.17 0.93  0.218
H: 2.11 -3.17 -1.79  0.213
H: 3.08 -4.10 -0.65  0.225
H: 3.78 -2.68 -1.43  0.211
Se: -2.75 2.41 3.41  1.161
N: -2.34 1.62 4.90  -0.599
C: -1.44 0.67 4.67  0.124
C: -0.82 -0.20 5.59  -0.119
C: 0.09 -1.09 5.08  -0.255
C: 0.39 -1.12 3.71  0.141
N: -0.16 -0.31 2.83  -0.554
C: -1.06 0.56 3.30  0.256
N: -1.65 1.42 2.48  -0.806
H: -1.05 -0.14 6.64  0.254
H: 0.60 -1.78 5.74  0.250
H: 1.11 -1.83 3.32  0.223

Net charge: +1
E_tot, hartree: -4669.1021
Kohn-Sham gap, eV: 5.024
HOMO level, eV: -10.0
Relative energy (zero: lowest compared OMol25 entry of this formula, charge and spin), kJ/mol: 4.2
Max |F|, hartree/bohr: 0.038

=====

Record 4
A structure of composition F12N6Na2O24S12 at a distorted geometry, computed with ωB97M-V/def2-TZVPD.

Last column: natural (NBO) charge in e.
Positions of all 56 atoms, in Å:
Na: -2.82 1.17 -0.65  0.924
Na: -0.52 -0.38 -0.10  0.901
N: 2.51 -3.08 -3.08  -1.097
S: 3.89 -2.14 -3.10  2.401
O: 4.53 -1.99 -1.84  -0.894
O: 3.98 -1.07 -4.07  -0.910
F: 4.83 -3.30 -3.77  -0.550
S: 1.45 -1.91 -3.01  2.442
O: 1.13 -1.35 -4.31  -0.926
O: 1.42 -1.07 -1.85  -0.933
F: 0.19 -2.87 -2.73  -0.519
N: -2.68 -0.88 0.43  -1.234
S: -3.43 -2.20 -0.38  2.389
O: -4.74 -2.66 -0.02  -0.882
O: -2.47 -3.15 -0.90  -0.871
F: -3.68 -1.37 -1.73  -0.512
S: -3.19 -1.28 1.84  2.464
O: -2.78 -2.54 2.38  -0.866
O: -4.51 -0.75 2.06  -0.950
F: -2.33 -0.21 2.63  -0.492
N: 3.59 1.00 2.13  -1.054
S: 2.96 2.57 2.09  2.380
O: 1.68 2.67 2.76  -0.898
O: 3.25 3.41 0.98  -0.899
F: 4.00 3.13 3.19  -0.539
S: 2.78 0.52 0.89  2.410
O: 3.34 0.85 -0.41  -0.893
O: 1.35 0.35 1.01  -0.973
F: 3.23 -1.04 0.97  -0.514
N: -2.86 3.04 0.72  -1.181
S: -3.38 4.61 0.34  2.414
O: -2.76 5.17 -0.82  -0.883
O: -3.77 5.44 1.45  -0.919
F: -4.82 4.15 -0.22  -0.525
S: -1.51 3.46 1.42  2.415
O: -1.55 3.75 2.82  -0.893
O: -0.51 4.02 0.53  -0.865
F: -0.97 1.92 1.49  -0.531
N: 1.97 -2.72 3.64  -1.106
S: 1.97 -4.10 2.97  2.439
O: 2.44 -4.28 1.63  -0.900
O: 0.94 -5.01 3.44  -0.959
F: 3.27 -4.64 3.85  -0.567
S: 0.41 -2.26 3.23  2.444
O: -0.55 -2.64 4.22  -0.922
O: 0.07 -2.32 1.84  -0.923
F: 0.66 -0.70 3.54  -0.491
N: -0.77 0.90 -2.15  -1.215
S: 0.23 2.09 -2.52  2.472
O: -0.46 3.34 -2.69  -0.944
O: 1.34 1.77 -3.38  -0.881
F: 0.91 2.19 -1.10  -0.473
S: -1.63 0.87 -3.63  2.419
O: -0.87 1.14 -4.81  -0.870
O: -3.04 1.14 -3.57  -0.948
F: -1.71 -0.76 -3.67  -0.513

Net charge: -4
E_tot, hartree: -8435.5533
Kohn-Sham gap, eV: 6.408
HOMO level, eV: -0.6
Relative energy (zero: lowest compared OMol25 entry of this formula, charge and spin), kJ/mol: 221.4
Max |F|, hartree/bohr: 0.149

=====

Record 5
A cluster of 2 separate species, C22H27O4S in total at a distorted geometry, computed with ωB97M-V/def2-TZVPD.

Last column: natural (NBO) charge in e.
Positions of all 54 atoms, in Å:
C: 3.82 0.96 -3.15  -0.625
C: 3.37 1.95 -2.10  -0.066
O: 2.08 1.54 -1.56  -0.528
C: 1.65 2.36 -0.55  0.743
C: 0.40 1.91 0.06  -0.912
S: -0.61 3.08 0.71  0.886
C: -0.45 4.63 -0.23  -0.773
C: -2.33 2.71 0.21  -0.740
O: 2.25 3.40 -0.25  -0.710
H: 4.76 1.32 -3.56  0.218
H: 4.02 -0.01 -2.71  0.208
H: 3.11 0.87 -3.97  0.217
H: 4.08 1.98 -1.26  0.178
H: 3.29 2.96 -2.53  0.190
H: -0.09 1.04 -0.38  0.245
H: 0.59 4.96 -0.17  0.287
H: -0.77 4.47 -1.27  0.232
H: -1.12 5.35 0.25  0.232
H: -2.59 1.70 0.55  0.243
H: -2.96 3.44 0.72  0.241
H: -2.43 2.81 -0.87  0.241
C: 8.14 -1.20 5.39  -0.265
O: 7.51 -0.39 4.36  -0.456
C: 6.18 -0.11 4.44  0.426
C: 5.62 0.57 3.33  -0.277
C: 4.26 0.76 3.25  -0.071
C: 3.37 0.29 4.28  -0.220
C: 1.96 0.42 4.07  0.110
C: 0.96 -0.18 4.89  -0.180
C: -0.35 0.40 4.93  -0.088
C: -1.31 -0.15 5.76  -0.120
C: -1.02 -1.27 6.57  0.489
O: -2.08 -1.71 7.30  -0.457
C: -3.23 -0.83 6.98  -0.067
C: -2.75 0.19 5.96  -0.464
C: 0.26 -1.88 6.55  -0.306
C: 1.19 -1.35 5.69  -0.105
C: 3.98 -0.24 5.45  -0.030
C: 5.34 -0.48 5.53  -0.342
H: 9.17 -1.27 5.04  0.224
H: 8.10 -0.70 6.37  0.193
H: 7.68 -2.20 5.45  0.194
H: 6.28 0.91 2.55  0.253
H: 3.82 1.28 2.39  0.243
H: 1.63 1.08 3.27  0.242
H: -0.58 1.28 4.34  0.229
H: -4.03 -1.46 6.61  0.208
H: -3.56 -0.38 7.92  0.207
H: -2.87 1.21 6.34  0.240
H: -3.32 0.12 5.04  0.237
H: 0.44 -2.73 7.19  0.250
H: 2.17 -1.84 5.64  0.231
H: 3.38 -0.46 6.34  0.221
H: 5.78 -0.95 6.41  0.243

Net charge: +1
E_tot, hartree: -1553.3294
Kohn-Sham gap, eV: 4.675
HOMO level, eV: -9.6
Relative energy (zero: lowest compared OMol25 entry of this formula, charge and spin), kJ/mol: 0.0
Max |F|, hartree/bohr: 0.042